C3H6N2 in the gas phase in a non-equilibrium geometry, computed with ωB97M-V/def2-TZVPD.

Its net charge is 0. The value obtained for the frontier orbital gap is 8.39 eV. The largest force on an atom comes out at 0.067 Eh/bohr. Its spin multiplicity is 1. The calculation puts the energy above the lowest of the compared OMol25 structures with the same formula, charge and spin at 67.79 kcal per mole. As for the SMILES: [H]/N=C\C(=C)N.

Structure (XYZ):
```
11
Properties=species:S:1:pos:R:3:forces:R:3
N -1.681602 0.122657 -0.244146 -0.2 0.0 0.1
N 1.865858 0.738624 0.043302 -1.3 3.1 -0.8
C -0.336166 0.012464 0.055909 1.0 -1.0 -1.6
C 0.579285 1.094762 0.181536 2.3 -1.0 1.4
C 0.407448 -1.163189 -0.034845 -1.6 -0.8 0.4
H 0.020419 -2.025614 -0.577038 -0.4 0.0 0.2
H 2.020217 0.245935 -0.833934 -0.4 -0.8 0.7
H 0.316731 2.030184 0.682522 0.2 -0.1 0.2
H 1.153445 -1.435848 0.700121 0.3 0.6 -0.4
H -2.256534 -0.647753 0.073120 0.1 0.3 0.0
H -2.089103 1.027777 -0.046546 0.0 -0.2 -0.2
```
Positions in Å, forces in eV/Å.


A molecular structure, C36H47N12O3STi, computed with ωB97M-V/def2-TZVPD.

Its net charge is +1. The value obtained for the frontier orbital gap is 6.86 eV. The largest force on an atom comes out at 0.016 Eh/bohr. Its spin multiplicity is 1. The calculation puts the energy above the lowest of the compared OMol25 structures with the same formula, charge and spin at 32.76 kcal per mole.

Structure (XYZ):
```
100
Properties=species:S:1:pos:R:3:forces:R:3
Ti 0.213164 -0.199115 -0.093692 -0.7 0.2 0.1
S -2.218051 -0.004399 0.850201 0.2 -0.1 0.0
O 1.934842 0.524232 0.179694 0.8 0.2 0.1
O -0.721407 -1.675943 -0.914976 -0.1 0.0 -0.1
O -0.011139 -5.742136 -0.531343 0.0 0.0 0.0
N 0.291318 -0.306727 2.176237 0.0 -0.1 -0.1
N -0.513078 -1.212816 4.239414 0.0 -0.1 0.0
N -0.717740 -2.446867 2.324430 0.0 0.1 0.0
N 0.974530 3.105054 -1.235308 0.0 0.0 0.0
N 1.407717 -1.993862 0.131787 0.2 -0.1 0.1
N 0.024317 2.135412 0.703378 -0.1 -0.2 0.0
N -2.215188 1.490108 -1.377646 -0.2 0.1 -0.1
N -1.054550 0.816847 -1.642601 -0.1 -0.1 -0.3
N -3.877029 1.902721 0.116732 -0.1 0.0 -0.1
N 1.246522 -0.323353 -2.205145 -0.1 0.1 0.1
N 0.991162 4.327454 0.713813 0.0 0.0 0.0
N 0.905688 -3.159587 -0.418503 -0.1 -0.2 -0.1
C 3.859635 1.291556 1.310843 0.0 0.0 0.0
C -0.226603 -1.236123 2.898408 0.0 0.0 0.0
C -4.593094 2.777026 -0.800379 0.0 0.0 0.0
C 4.511099 -1.334004 1.952059 0.0 0.0 0.0
C 3.003026 -0.913882 -3.706637 0.0 0.0 0.0
C -1.513228 -2.231671 4.546516 0.0 0.0 0.0
C 1.023568 0.118474 -4.538317 0.0 0.0 0.1
C -1.604969 1.304810 -3.995099 0.0 0.0 0.0
C 2.560815 -2.141292 0.684748 -0.1 0.0 0.0
C 0.579359 3.134334 0.139909 0.0 0.0 0.0
C -0.056182 3.771140 -2.054538 0.0 0.0 0.0
C -0.742331 0.774953 -2.893055 -0.1 0.0 0.1
C -0.170727 2.136932 2.143763 0.0 0.0 0.1
C -1.739596 -6.169898 -2.125919 0.0 0.0 0.0
C 2.270324 -0.434441 -4.777277 0.0 0.0 0.0
C -2.785112 1.189625 -0.241967 0.2 0.2 0.1
C -0.927118 -5.284478 -1.422963 0.0 0.0 0.0
C -2.061136 -3.456676 -2.497840 0.0 0.0 0.0
C -2.694715 -5.701534 -3.008745 0.0 0.0 0.0
C 2.449099 -0.834121 -2.439320 0.0 0.0 0.0
C -1.920574 -2.693201 3.139233 0.0 0.0 0.0
C -2.863924 -4.336457 -3.196532 0.0 0.0 0.0
C 0.150448 5.138194 1.580151 0.0 0.0 0.0
C 4.988887 1.005295 2.051389 0.0 0.0 0.0
C -0.247520 -2.888345 -0.941458 0.2 -0.1 0.1
C 3.348171 -1.067117 1.216999 0.0 0.1 0.0
C -1.074432 -3.905121 -1.617615 0.0 0.0 0.0
C 5.323010 -0.308888 2.382848 0.0 0.0 0.0
C 0.543832 0.163795 -3.234280 0.1 0.0 0.0
C 1.925881 5.005174 -0.175824 0.0 0.0 0.0
C -5.459113 2.016275 -1.795462 0.0 0.0 0.0
C 0.583249 0.984333 2.799890 0.0 0.1 0.0
C 0.257662 -3.540324 2.567066 0.0 0.0 0.0
C 3.010404 0.258674 0.885859 0.1 0.0 0.1
C 0.369657 -0.750283 5.296499 0.0 0.0 0.0
C 2.196084 3.919738 -1.227044 0.0 0.0 0.0
H -1.618331 -7.236148 -1.969520 0.0 0.0 0.0
H -3.313744 -6.407771 -3.545999 0.0 0.0 0.0
H 3.036924 3.290997 -0.932684 0.0 0.0 0.0
H 1.655806 1.174695 2.743750 0.0 0.0 0.0
H 0.434199 0.512794 -5.352024 0.0 0.0 0.0
H 0.523210 -1.568245 6.003721 0.0 0.0 0.0
H 3.598876 2.312242 1.062592 0.0 0.0 0.0
H -1.020628 3.292552 -1.902338 0.0 0.0 0.0
H -0.045850 -6.705051 -0.517231 0.0 0.0 0.0
H 1.340319 -0.473262 4.889738 0.0 0.0 0.0
H 6.213988 -0.517753 2.957727 0.0 0.0 0.0
H -2.349624 -1.801672 5.097814 0.0 0.0 0.0
H 2.998611 -1.191129 -1.580945 0.0 0.0 0.0
H -1.235313 2.045804 2.360232 0.0 0.0 0.0
H -5.981993 2.709199 -2.455398 0.0 0.0 0.0
H 2.663648 -0.482185 -5.783768 0.0 0.0 0.0
H -1.849977 0.496439 -4.687764 0.0 0.0 0.0
H -4.844809 1.353424 -2.404278 0.0 0.0 0.0
H 0.205350 3.042190 2.620669 0.0 0.0 0.0
H 0.130996 -3.984801 3.558743 0.0 0.0 0.0
H 2.831987 5.303837 0.352770 0.0 0.0 0.0
H -1.075885 -3.029586 5.154866 0.0 0.0 0.0
H 0.133823 -4.306400 1.805431 0.0 0.0 0.0
H 1.273377 -3.157671 2.509529 0.0 0.0 0.0
H -0.045506 0.098913 5.842831 0.0 0.0 0.0
H -4.352840 1.581303 0.942246 0.0 0.0 0.0
H -1.075604 2.072353 -4.562612 0.0 0.0 0.0
H -3.856601 3.383921 -1.326695 0.0 0.0 0.0
H -3.617267 -3.965739 -3.877408 0.0 0.0 0.0
H -0.003726 6.114901 1.114709 0.0 0.0 0.0
H -2.738054 -2.085964 2.752323 0.0 0.0 0.0
H 2.971425 -3.149434 0.702452 0.0 0.0 0.0
H -6.204853 1.412096 -1.277495 0.0 0.0 0.0
H 0.299785 0.994866 3.849920 0.0 0.1 -0.1
H 2.395016 4.322211 -2.217581 0.0 0.0 0.0
H -2.202548 -3.741823 3.089998 0.0 0.0 0.0
H 5.627007 1.816461 2.378170 0.0 0.0 0.0
H -0.824245 4.671800 1.708393 0.0 0.0 0.0
H 0.599632 5.297353 2.562392 0.0 0.0 0.0
H 4.763540 -2.363783 2.176983 0.0 0.0 0.0
H -0.161696 4.837360 -1.815956 0.0 0.0 0.0
H -5.201568 3.450857 -0.196887 0.0 0.0 0.0
H -2.520079 1.724471 -3.596189 0.0 0.0 0.0
H 1.472710 5.905564 -0.603962 0.0 0.0 0.0
H -2.183124 -2.388134 -2.614579 0.0 0.0 0.0
H 3.984698 -1.345443 -3.837668 0.0 0.0 0.0
H 0.234023 3.683901 -3.101394 0.0 0.0 0.0
```
Positions in Å, forces in eV/Å.